48
Properties=species:S:1:pos:R:3:lowdin_charge:R:1 method="wB97M-V/def2-TZVPD" molar_mass_g_mol=288.24 homo_lumo_gap_ev=9.75 spin_multiplicity=1 e_above_lowest_kj_mol=495.9 total_charge=0 total_energy_ev=-33279.7939 e_homo_ev=-10.07
O -23.4170 14.8470 -8.3760 -0.0280
H -24.1670 15.3570 -8.6590 0.0561
H -23.6740 13.9440 -8.1690 0.0150
O -19.8520 10.7140 -10.6350 -0.0536
H -18.9590 10.2580 -10.7380 0.1361
H -20.1810 10.9520 -11.5010 0.0586
O -20.7330 13.3430 -12.0730 -0.0532
H -21.5280 13.5780 -11.5510 -0.0063
H -20.4070 14.2000 -12.1910 0.0190
O -22.1440 11.9640 -9.5150 -0.0260
H -21.6960 11.5650 -10.2280 -0.0048
H -22.9800 11.5140 -9.3840 0.0209
O -23.0670 9.1440 -8.4450 -0.0446
H -23.6900 8.9230 -9.1070 -0.0356
H -22.2360 9.0020 -8.8810 -0.0484
O -25.9400 10.1560 -7.9550 -0.0304
H -25.6470 10.4290 -8.8180 -0.0143
H -25.8950 9.2040 -8.0530 0.0465
O -24.0030 12.1950 -7.2940 -0.0392
H -23.3710 11.6070 -6.8590 0.0589
H -24.6030 11.4640 -7.1760 0.0087
O -23.0180 11.0840 -12.6630 -0.0209
H -22.4620 10.3090 -12.5850 0.0424
H -22.6100 11.6050 -13.3480 0.0458
O -20.5960 11.3380 -7.2180 -0.0459
H -20.2770 12.1130 -6.7760 0.0101
H -21.0570 11.4990 -8.0400 -0.0300
O -21.1250 14.2960 -6.5710 -0.0701
H -21.2590 13.9350 -7.4500 -0.0254
H -21.6520 15.1100 -6.6110 0.0356
O -18.2150 12.8800 -10.7920 -0.0445
H -17.3880 12.5430 -11.0630 0.0243
H -18.7850 12.1050 -10.6360 -0.0082
O -24.1670 8.9930 -11.0370 -0.0041
H -25.0020 8.7330 -10.7510 0.0184
H -24.1560 9.9280 -11.0210 -0.0353
O -20.8800 8.4000 -9.5680 -0.0412
H -20.3450 9.1440 -9.8820 0.0059
H -20.4130 7.8440 -8.9220 0.0861
O -24.8340 11.5990 -10.2830 -0.0461
H -25.3890 11.5280 -11.0900 0.1004
H -24.1530 12.1210 -10.6650 -0.0108
O -23.1510 14.1760 -11.0540 -0.0396
H -23.1700 15.0100 -11.4900 0.0537
H -23.1570 14.3450 -10.1060 0.0025
O -20.1780 14.0780 -9.3750 -0.0376
H -20.5310 13.2700 -9.7980 -0.0018
H -19.3430 14.2440 -9.7610 0.0007

***

17
Properties=species:S:1:pos:R:3:lowdin_charge:R:1 method="wB97M-V/def2-TZVPD" molar_mass_g_mol=102.14 homo_lumo_gap_ev=10.48 spin_multiplicity=1 e_above_lowest_kj_mol=41.0 total_charge=0 total_energy_ev=-9338.5623 e_homo_ev=-9.61
C 2.1300 -0.2981 0.1489 -0.1126
C 1.0283 0.2439 -0.7924 -0.2383
C -0.0075 1.0177 0.0054 -0.2293
N -0.7246 0.2332 0.9726 0.0641
C -1.8060 -0.5660 0.7016 -0.6200
N -2.3065 -0.5310 -0.5863 0.1598
O -2.2370 -1.3855 1.4913 0.0314
H 2.3796 0.5020 0.8546 0.0711
H 1.7667 -1.1194 0.7728 0.0684
H 3.0607 -0.6146 -0.3027 0.0646
H 0.6717 -0.5787 -1.3846 0.0951
H 1.6016 0.9094 -1.4413 0.1047
H 0.5027 1.8976 0.3982 0.1197
H -0.7532 1.4601 -0.6645 0.1091
H -0.2598 -0.0732 1.8038 0.1337
H -1.9048 -0.0135 -1.3405 0.0761
H -3.1416 -1.0838 -0.6370 0.1022

***

53
Properties=species:S:1:pos:R:3:lowdin_charge:R:1 method="wB97M-V/def2-TZVPD" molar_mass_g_mol=307.31 homo_lumo_gap_ev=10.52 spin_multiplicity=1 e_above_lowest_kj_mol=345.9 total_charge=+1 total_energy_ev=-33268.1241 e_homo_ev=-13.00
C -2.3783 -3.7329 -0.3536 -0.1077
C -1.0497 -4.2269 0.0857 -0.1999
N 0.4695 -1.0288 1.0824 0.1797
C -0.4603 -1.9844 0.7981 -0.1180
N -0.0313 -3.1181 0.2658 0.0459
H -2.3942 -3.2655 -1.2691 0.0316
H -3.1236 -4.5820 -0.8256 0.1526
H -2.9719 -3.1134 0.3168 0.0727
H -1.0766 -4.6600 1.1299 0.1327
H -0.4211 -4.8582 -0.6078 0.1379
H 1.3979 -1.1297 0.5953 0.1006
H 0.3217 -0.1486 1.4521 0.0304
H -1.4244 -1.7569 1.3280 0.1753
H 0.9437 -3.2356 -0.2254 0.1951
H -2.6165 1.8537 -3.6467 0.1305
H -1.0298 1.8960 -3.2070 0.0165
O -1.7510 1.3695 -3.4255 -0.0319
H 3.6203 1.9283 -3.4513 0.0661
H 2.2440 1.9390 -3.9925 0.0171
O 2.7397 1.5820 -3.3134 0.0054
H 0.6931 2.8024 0.6641 -0.0363
H 0.3756 2.1525 1.9767 -0.0087
O 0.1123 2.2880 1.0885 0.0289
H 3.2887 0.7700 4.3446 0.0241
H 2.3389 1.5971 3.6976 -0.0301
O 3.1813 1.2745 3.5730 0.0133
H 2.5576 1.3604 0.5250 -0.0238
H 4.0315 1.1348 0.5927 0.0917
O 3.1753 0.6830 0.5033 -0.0210
H 3.3470 2.9280 -1.3843 -0.0020
H 2.0340 2.4301 -1.5141 -0.0351
O 2.5153 3.0232 -1.0376 0.0255
H -5.4092 1.5371 0.3935 0.1019
H -5.1141 1.7436 -1.2018 0.0898
O -4.9215 1.1513 -0.4097 -0.1046
H -2.0807 1.2999 1.3987 0.0176
H -3.3896 1.3739 0.4593 -0.0028
O -3.0152 1.6546 1.3146 -0.0984
H -0.9333 3.1646 3.4803 0.0455
H 0.1841 3.3223 4.5048 -0.0078
O -0.2194 2.8288 3.9304 0.0772
H -2.0595 0.7840 2.7561 -0.0480
H -0.7727 1.2176 3.6320 0.0491
O -1.1949 0.6731 2.9251 -0.0367
H 2.2883 -0.6855 -1.6938 -0.0372
H 2.9926 -0.8355 -0.4682 0.0108
O 2.6277 -1.3588 -1.1993 -0.0299
H 1.4521 -2.1269 -3.0870 -0.0223
H 1.9813 -3.5822 -2.9846 0.0101
O 1.2980 -2.9936 -2.8680 0.0153
H -0.0425 -0.6305 -1.8639 -0.0266
H -1.3638 -0.0503 -2.7457 0.0181
O -0.9666 -0.6587 -2.0384 -0.0802